(1)
C26H51Cl3ErN2O3PSi | wB97M-V/def2-TZVPD

Values from the calculation:
maximum force: 2.1 eV Å⁻¹
E_tot: -4383.2958 a.u.
LUMO level (alpha / beta): 0.289 / 0.289 eV
molar mass: 772.38 g mol⁻¹
orbital gap (alpha / beta): 8.10 / 8.10 eV
multiplicity: 4

Last column: Mulliken spin population.
Element x y z (Å)
C 2.98978 -2.33254 -3.94596  0.00
C 2.36653 -1.58546 -5.08313  0.00
H 2.93598 -3.41696 -4.09953  0.00
H 2.49582 -2.08715 -2.99527  0.00
H 4.05429 -2.06043 -3.85181  0.00
C 2.19006 -2.09993 -6.30941  0.00
C 2.64398 -3.45869 -6.70975  0.00
H 1.71239 -1.51130 -7.09337  0.00
H 2.42998 -4.21725 -5.94443  0.00
H 3.72310 -3.48540 -6.91642  0.00
H 2.13285 -3.74974 -7.63434  0.00
Er 1.02892 -0.35190 2.26699  3.03
Cl 2.06120 1.45809 3.67465  -0.01
Cl 2.61581 -1.27407 0.57095  0.00
C 0.41627 2.43327 1.01909  0.00
O -0.16488 1.35378 1.36059  -0.01
N -0.20900 3.46696 0.48270  0.00
C -1.63934 3.41123 0.18321  0.00
C 0.56544 4.59241 -0.04369  0.00
H 1.49689 2.55102 1.17963  0.00
H -2.18169 2.89325 0.98449  0.00
H -1.83707 2.90952 -0.77408  0.00
H -1.98808 4.44217 0.10407  0.00
H 1.51962 4.63044 0.49734  0.00
H -0.00775 5.51288 0.11203  0.00
H 0.76276 4.47144 -1.12204  0.00
H 0.54023 -5.04142 2.08384  0.00
H 0.00775 -3.05028 0.14751  0.00
C -0.50227 -4.89045 2.40266  0.00
C -0.99040 -3.39219 0.46885  0.00
N -1.00614 -3.60628 1.91846  0.00
H -0.54899 -4.91958 3.49467  0.00
C -1.11087 -2.55900 2.72877  0.00
O -1.01552 -1.35037 2.33659  -0.01
H -1.74096 -2.63737 0.20036  0.00
H -1.23779 -2.79806 3.79478  0.00
H -1.10901 -5.70039 1.98383  0.00
H -1.22321 -4.34543 -0.01047  0.00
O 0.74005 -0.45122 -3.84016  0.00
C 1.84175 -0.21523 -4.70764  0.00
C 0.32189 0.54140 -6.64772  0.00
C 1.50897 0.67077 -5.91589  0.00
H -0.45243 -0.15940 -6.30936  0.00
C 0.15967 1.28527 -7.82650  0.00
H 2.63071 0.27668 -4.11454  0.00
C 2.51509 1.54810 -6.35380  0.00
H -0.76439 1.18873 -8.39881  0.00
C 1.17025 2.14231 -8.27164  0.00
C 2.35760 2.26026 -7.53834  0.00
H 3.42459 1.61482 -5.75210  0.00
H 1.03985 2.72808 -9.17878  0.00
H 3.15963 2.91126 -7.88335  0.00
Si -0.27226 0.45273 -2.87497  0.00
Cl 1.52073 -2.19891 4.01077  0.00
C -1.99392 0.04186 -3.44678  0.00
C 0.02917 2.27707 -3.09803  0.00
C -0.00890 -0.18146 -1.15429  0.00
H -2.12385 0.27946 -4.51148  0.00
H -2.72934 0.61690 -2.86738  0.00
H -2.19468 -1.02784 -3.30093  0.00
H 0.00908 -1.28069 -1.14220  0.00
H -0.79427 0.17500 -0.47298  0.00
H 0.97504 0.15723 -0.79683  0.00
H 0.00548 2.54635 -4.16274  0.00
H 0.99284 2.60483 -2.69061  0.00
H -0.75854 2.85866 -2.60379  0.00
C -3.60294 1.44602 5.60341  0.00
C -2.27116 1.55196 6.34900  0.00
P -0.97685 0.43419 5.66913  0.00
C 0.43663 0.72077 6.84397  0.00
C 0.16049 1.13236 8.28685  0.00
C -1.66460 -1.22867 6.14112  0.00
C -2.27541 -1.41433 7.52383  0.00
H -3.47237 1.67015 4.54024  0.00
H -4.31535 2.17216 6.01312  0.00
H -4.05373 0.45101 5.69821  0.00
H -1.86009 2.56740 6.22203  0.00
H -2.39995 1.37950 7.42682  0.00
H 1.06496 -0.18088 6.78817  0.00
H 0.99994 1.51180 6.32070  0.00
H -0.18304 0.29482 8.90707  0.00
H 1.08452 1.50596 8.74324  0.00
H -0.57590 1.94321 8.34851  0.00
H -2.41504 -1.43479 5.35980  0.00
H -0.83696 -1.93266 5.96935  0.00
H -3.08556 -0.70257 7.71965  0.00
H -2.71305 -2.41768 7.58971  0.00
H -1.53103 -1.33758 8.32459  0.00

Forces on atoms 1 to 6 (eV/Å):
0.242 -0.149 0.188
-0.508 -0.115 -0.798
0.062 0.263 0.116
0.140 -0.054 -0.253
-0.260 -0.100 0.045
0.204 0.506 0.643

(2)
C19H23N3O3S | wB97M-V/def2-TZVPD

Values from the calculation:
maximum force: 1.2 eV Å⁻¹
E_tot: -1526.0048 a.u.
LUMO level: 0.603 eV
relative energy (zero: lowest compared OMol25 entry of this formula, charge and spin): 192.7 kJ/mol
molar mass: 373.48 g mol⁻¹
orbital gap: 9.80 eV
SMILES: Cc1ccc(S(=O)(=O)N2CCC(C(=O)NCc3ccncc3)CC2)cc1

Last column: natural (NBO) charge in e.
Element x y z (Å)
C -5.34369 3.07443 -2.51350  -0.63
C -4.03873 2.66276 -1.90571  0.00
C -3.90260 1.43176 -1.27405  -0.17
C -2.69872 1.06329 -0.69745  -0.18
C -1.62921 1.93374 -0.75562  -0.35
C -1.73970 3.16315 -1.37664  -0.15
C -2.94465 3.52436 -1.94935  -0.22
H -3.04395 4.48354 -2.43607  0.22
H -0.88207 3.81611 -1.39311  0.24
S -0.05480 1.48389 -0.05033  2.32
O -0.18917 0.23096 0.64821  -0.97
O 0.48294 2.58556 0.69469  -0.94
N 0.87008 1.34179 -1.44804  -0.67
C 0.45248 0.22690 -2.28828  -0.24
C 1.59904 -0.72877 -2.60844  -0.41
H 2.29322 -0.26857 -3.31290  0.20
H 1.17958 -1.62320 -3.06992  0.25
C 2.33936 -1.12950 -1.32918  -0.31
C 1.45081 -2.07823 -0.51200  0.70
O 0.40187 -2.52533 -0.92340  -0.64
N 1.99218 -2.45441 0.66600  -0.61
H 2.85696 -2.04284 0.97783  0.40
C 1.30585 -3.32860 1.59333  -0.25
C 1.24678 -2.73929 2.97476  0.00
C 0.76302 -1.45029 3.17601  -0.26
C 0.74639 -0.94658 4.46707  0.04
N 1.16147 -1.62522 5.52453  -0.42
C 1.61379 -2.85162 5.33147  0.04
C 1.68312 -3.45323 4.08465  -0.26
H 2.06571 -4.45806 3.98071  0.21
H 1.94135 -3.37474 6.22090  0.19
H 0.38118 0.05226 4.66564  0.19
H 0.40258 -0.86115 2.34662  0.26
H 1.80491 -4.30572 1.62083  0.19
H 0.29642 -3.46205 1.19029  0.25
C 2.78713 0.11397 -0.52694  -0.43
C 2.29140 1.40461 -1.18522  -0.23
H 2.81151 1.60483 -2.12538  0.20
H 2.44197 2.25059 -0.51314  0.24
H 2.35937 0.08719 0.47716  0.22
H 3.87462 0.15104 -0.43807  0.22
H 3.22055 -1.71820 -1.61260  0.23
H 0.02674 0.63293 -3.21401  0.20
H -0.32711 -0.32843 -1.76182  0.23
H -2.57457 0.11402 -0.20023  0.24
H -4.74426 0.75629 -1.23289  0.21
H -5.84986 3.78290 -1.85782  0.23
H -5.18528 3.56391 -3.47193  0.22
H -5.99599 2.21726 -2.65667  0.22

Forces on atoms 1 to 6 (eV/Å):
-0.009 0.029 0.037
0.038 -0.092 0.030
0.045 0.113 -0.018
0.078 -0.143 0.130
0.449 -0.306 0.214
-0.006 0.183 -0.054

(3)
C6H11N | wB97M-V/def2-TZVPD

Values from the calculation:
maximum force: 5.9 eV Å⁻¹
E_tot: -289.8808 a.u.
LUMO level: 1.047 eV
relative energy (zero: lowest compared OMol25 entry of this formula, charge and spin): 238.5 kJ/mol
molar mass: 97.16 g mol⁻¹
orbital gap: 9.25 eV
SMILES: C=C/C(C)=C(\C)N

Last column: natural (NBO) charge in e.
Element x y z (Å)
C -1.79199 -1.07721 -0.04349  -0.65
N 1.03733 -1.90670 0.28306  -0.86
C 0.61544 -0.51088 0.19819  0.13
C -0.67556 -0.07710 0.12341  -0.04
C -1.11950 1.35332 0.23990  -0.21
C -0.72548 2.10621 -0.77395  -0.38
C 1.78061 0.29921 0.14916  -0.67
H -1.88638 -1.55150 0.97593  0.22
H -2.68038 -0.55042 -0.52415  0.22
H -1.50602 -1.87497 -0.77237  0.23
H 0.96597 -2.31481 1.21749  0.38
H 1.82579 -2.11647 -0.19816  0.36
H -1.60467 1.63645 1.10108  0.21
H -0.68567 3.25539 -0.76004  0.20
H -0.19844 1.57612 -1.61833  0.20
H 2.65160 0.02579 0.86582  0.21
H 2.36936 0.34913 -0.83993  0.22
H 1.62800 1.37844 0.37637  0.23

Forces on atoms 1 to 6 (eV/Å):
-0.091 -0.399 -0.179
-4.716 0.884 1.623
-1.193 -1.509 -0.025
0.456 -1.159 0.237
2.468 -1.741 -2.444
1.046 1.943 -0.678

(4)
C21H30N5O2PdS3 | wB97M-V/def2-TZVPD

Values from the calculation:
maximum force: 0.4 eV Å⁻¹
E_tot: -2563.8587 a.u.
LUMO level (alpha / beta): -12.030 / -12.088 eV
relative energy (zero: lowest compared OMol25 entry of this formula, charge and spin): 25.1 kJ/mol
molar mass: 587.13 g mol⁻¹
orbital gap (alpha / beta): 5.32 / 5.26 eV
total charge: +3

Last column: natural (NBO) charge in e.
Element x y z (Å)
Pd 0.15876 -0.29690 -0.12546  1.25
C 1.08586 3.43797 3.44935  -0.77
S 1.50627 3.76531 1.72484  0.55
C 1.09457 2.31519 0.93484  -0.13
S 0.50168 0.92564 1.79423  0.12
N 1.23542 2.32270 -0.37263  -0.26
N 1.08615 1.20633 -1.02375  -0.06
C 1.29702 0.99998 -2.28030  0.12
C 0.88454 -0.25416 -2.88657  0.09
C 1.11620 -0.56501 -4.21044  -0.15
C 0.71949 -1.82030 -4.67416  -0.10
C 0.12125 -2.70838 -3.79943  -0.19
C -0.08810 -2.32505 -2.47674  0.09
N 0.27914 -1.12652 -2.04339  -0.49
H 1.17893 4.40398 3.94288  0.29
H 1.78675 2.73928 3.89878  0.25
H 0.05662 3.09371 3.53865  0.25
H 1.80787 1.78145 -2.83426  0.29
H 1.60022 0.14763 -4.86550  0.27
H 0.89135 -2.09475 -5.70673  0.27
H -0.17940 -3.69676 -4.11868  0.27
H -0.54771 -2.98850 -1.75485  0.24
C 3.69651 -0.72105 -0.24741  -0.42
N 3.36984 -1.12865 1.11421  -0.40
C 4.28617 -0.64602 2.15273  -0.42
C 2.26972 -1.82324 1.39005  0.81
O 1.23544 -1.77714 0.57430  -0.70
N 2.17144 -2.62002 2.44089  -0.37
C 0.87168 -3.10646 2.91201  -0.41
C 3.33984 -3.29051 3.03305  -0.42
H 4.73069 -0.99231 -0.45870  0.25
H 3.60468 0.36212 -0.35996  0.20
H 3.05759 -1.23561 -0.96084  0.21
H 4.50458 0.40134 1.94379  0.23
H 5.22356 -1.20079 2.15524  0.23
H 3.81648 -0.71326 3.12925  0.23
H 0.07995 -2.41883 2.63152  0.21
H 0.90910 -3.17935 3.99687  0.24
H 0.66105 -4.09254 2.49761  0.23
H 4.16767 -3.29397 2.33004  0.23
H 3.05715 -4.32061 3.23938  0.24
H 3.64368 -2.81939 3.96643  0.23
C -4.55014 -4.93716 0.14272  -0.65
C -4.02779 -3.59489 -0.27088  0.07
C -3.56022 -2.68690 0.68834  -0.18
C -3.09958 -1.43340 0.32652  -0.25
C -3.08048 -1.09369 -1.02654  -0.27
C -3.51819 -1.97822 -2.00413  -0.22
C -4.00094 -3.21865 -1.61537  -0.19
S -2.50501 0.48024 -1.55766  1.23
C -3.80228 1.59032 -1.04646  -0.78
O -1.41228 0.88751 -0.47883  -0.89
H -5.07165 -4.87841 1.09690  0.25
H -3.72714 -5.64568 0.26194  0.25
H -5.23190 -5.34422 -0.60102  0.25
H -3.60277 -2.95775 1.73623  0.24
H -2.80374 -0.71620 1.08472  0.24
H -3.50740 -1.69732 -3.05167  0.24
H -4.37812 -3.90156 -2.36631  0.25
H -3.95985 1.47949 0.02484  0.27
H -4.69151 1.30017 -1.60875  0.28
H -3.50211 2.60249 -1.31204  0.28

Forces on atoms 1 to 6 (eV/Å):
-0.245 0.030 0.344
-0.020 -0.029 -0.028
-0.024 -0.019 0.034
0.189 -0.017 0.163
-0.047 -0.123 -0.013
-0.166 0.177 -0.298